(1)
{"formula": "C24H28MnN4O10S2", "method": "ωB97M-V/def2-TZVPD", "spin_multiplicity": 6, "gap_ha": [0.187, 0.258], "e_lumo_ha": [0.1676, 0.1672], "charge": -2, "symbols": ["Mn", "C", "C", "C", "C", "C", "N", "C", "C", "C", "N", "C", "C", "C", "C", "C", "C", "C", "C", "N", "C", "C", "C", "N", "C", "C", "C", "C", "O", "C", "O", "H", "H", "H", "H", "H", "H", "H", "H", "H", "H", "H", "H", "H", "H", "H", "H", "H", "H", "H", "H", "H", "H", "H", "H", "H", "H", "H", "H", "O", "S", "O", "O", "O", "O", "S", "O", "O", "O"], "xyz": [[0.73388, 0.90330, -0.13947], [3.62157, -4.99926, 0.97229], [2.84698, -3.71765, 1.13646], [1.46860, -3.70546, 1.01236], [0.72007, -2.51071, 1.12605], [-0.67087, -2.38709, 1.00770], [-1.59592, -3.34889, 0.58421], [-1.43208, -4.01821, -0.71007], [-1.41930, -3.11086, -1.94452], [-2.65932, -2.24611, -2.18673], [-2.72006, -1.17177, -1.22055], [-3.65096, -0.17323, -1.26199], [-3.46145, 1.10440, -0.70889], [-4.46683, 2.09404, -0.72164], [-4.27310, 3.37719, -0.20786], [-5.40287, 4.37539, -0.22603], [-3.04796, 3.70844, 0.34223], [-1.98603, 2.77247, 0.37987], [-0.76683, 3.11838, 1.07414], [0.36415, 2.50098, 1.12141], [1.31253, 2.96738, 2.14720], [2.77843, 3.08853, 1.72062], [3.72755, 2.14749, 2.48859], [3.16686, 0.82035, 2.59303], [3.53770, -0.04193, 1.74347], [2.82841, -1.32141, 1.56212], [3.51771, -2.52237, 1.39883], [1.43740, -1.28569, 1.39956], [0.76337, -0.15384, 1.43275], [-2.17508, 1.47296, -0.13258], [-1.25114, 0.59627, -0.07301], [2.95593, -5.82555, 0.71534], [4.15464, -5.27344, 1.88774], [4.36457, -4.91292, 0.17535], [0.95166, -4.64181, 0.83183], [-1.09481, -1.43865, 1.30363], [-2.51111, -2.92408, 0.60087], [-2.25067, -4.74408, -0.79195], [-0.50437, -4.59000, -0.70275], [-1.26876, -3.74715, -2.82220], [-0.55143, -2.44975, -1.90323], [-3.58633, -2.83754, -2.14569], [-2.58095, -1.84194, -3.20711], [-1.81837, -0.82796, -0.88516], [-4.59470, -0.40533, -1.74859], [-5.42935, 1.84778, -1.16380], [-6.13426, 4.12699, -0.99798], [-5.03644, 5.38385, -0.43072], [-5.93631, 4.40917, 0.72950], [-2.88829, 4.70244, 0.74988], [-0.86232, 4.02619, 1.68047], [1.23307, 2.24637, 2.96532], [0.94188, 3.93439, 2.50970], [3.12131, 4.11659, 1.88096], [2.84938, 2.87380, 0.65590], [3.87458, 2.53197, 3.50671], [4.70619, 2.15830, 1.98105], [4.37124, 0.14943, 1.05357], [4.60252, -2.51944, 1.45273], [0.86450, 2.67991, -4.03775], [1.43546, 2.27180, -2.78587], [2.53792, 3.04194, -2.30539], [2.35940, 1.13436, -0.20502], [0.37575, 2.00979, -1.77716], [1.49777, -1.53423, -3.53582], [1.93039, -0.69817, -2.45345], [3.21726, -0.95701, -1.89939], [0.83267, -0.58711, -1.44582], [2.02496, 0.77803, -3.14521]], "lowdin_spin": [2.530, -0.007, -0.006, 0.107, 0.021, 0.369, 0.145, 0.023, 0.009, 0.022, 0.193, 0.281, 0.013, 0.163, 0.012, -0.005, 0.170, 0.037, 0.011, -0.014, -0.001, 0.005, 0.000, 0.002, -0.004, 0.003, 0.134, 0.102, 0.016, 0.028, 0.039, 0.000, -0.002, -0.002, 0.009, 0.018, 0.002, 0.000, 0.001, 0.001, 0.002, 0.004, 0.008, 0.004, 0.020, 0.009, 0.000, -0.001, -0.002, 0.012, -0.001, 0.000, -0.001, 0.001, 0.002, 0.000, 0.000, 0.000, 0.010, 0.000, 0.002, 0.004, 0.483, 0.007, -0.001, 0.002, 0.007, 0.003, 0.004]}



(2)
{"formula": "C7H12O3", "method": "ωB97M-V/def2-TZVPD", "gap_ha": 0.348, "de_lowest_kj_mol": 73.7, "e_lumo_ha": 0.0240, "symbols": ["C", "C", "C", "C", "C", "H", "H", "H", "H", "H", "H", "H", "H", "C", "O", "C", "O", "O", "H", "H", "H", "H"], "xyz": [[-1.77427, -0.63102, -0.99556], [-0.64079, -1.23034, -0.64690], [-0.15822, -1.41276, 0.71166], [0.96949, -2.09470, 0.93624], [-0.94458, -0.81132, 1.83741], [-2.45330, -0.20307, -0.27350], [-2.05790, -0.52956, -2.02920], [0.00214, -1.63402, -1.42131], [1.53129, -2.53401, 0.12630], [1.33914, -2.27107, 1.92621], [-1.87218, -1.36071, 1.98275], [-0.37904, -0.84523, 2.76495], [-1.18820, 0.22310, 1.61758], [1.97646, 1.34312, -0.22748], [0.69298, 1.76776, 0.21535], [-0.23654, 2.05693, -0.68032], [-1.33285, 2.40564, -0.37282], [0.18521, 1.94155, -1.95147], [1.87875, 0.48180, -0.90338], [2.51213, 1.05181, 0.67427], [2.50297, 2.16106, -0.73479], [-0.55271, 2.12500, -2.55597]], "mulliken_charge": [-0.987, -0.157, 1.254, -1.197, -1.446, 0.277, 0.331, 0.259, 0.284, 0.305, 0.361, 0.379, 0.314, -0.637, -0.292, 0.800, -0.543, -0.477, 0.279, 0.240, 0.306, 0.346]}



(3)
{"formula": "C25H21N5O4S", "method": "ωB97M-V/def2-TZVPD", "gap_ha": 0.320, "de_lowest_kj_mol": 9.9, "e_lumo_ha": -0.0032, "symbols": ["O", "C", "C", "N", "C", "O", "C", "C", "C", "C", "C", "C", "C", "C", "C", "C", "C", "C", "N", "C", "C", "C", "C", "S", "O", "O", "N", "C", "N", "C", "C", "C", "N", "C", "C", "H", "H", "H", "H", "H", "H", "H", "H", "H", "H", "H", "H", "H", "H", "H", "H", "H", "H", "H", "H", "H"], "xyz": [[-3.79579, 2.43226, -1.70395], [-3.77646, 1.85727, -0.64081], [-4.68713, 0.65522, -0.33197], [-3.90072, -0.56280, -0.39775], [-3.06813, -0.93760, 0.60308], [-3.00410, -0.32083, 1.65848], [-2.22483, -2.12459, 0.32153], [-2.64616, -3.18245, -0.48008], [-1.80693, -4.25382, -0.71153], [-0.52863, -4.29639, -0.15531], [0.35998, -5.43902, -0.41021], [1.12832, -5.98184, 0.61741], [1.95640, -7.06278, 0.37911], [2.03690, -7.61248, -0.88956], [1.28166, -7.07681, -1.91945], [0.44644, -6.00114, -1.68208], [-0.11722, -3.23854, 0.65429], [-0.95570, -2.16972, 0.89383], [-2.94110, 2.11406, 0.39968], [-1.75782, 2.84617, 0.39611], [-1.31693, 3.57766, -0.70699], [-0.05697, 4.14533, -0.68736], [0.73523, 4.01022, 0.43478], [2.43342, 4.53135, 0.39365], [2.77067, 5.34424, 1.52302], [2.79565, 4.99443, -0.90604], [3.23750, 3.05872, 0.72570], [2.85726, 1.85560, 0.23762], [1.89042, 1.85265, -0.67889], [1.48998, 0.67575, -1.12058], [2.03702, -0.51691, -0.67025], [3.04989, -0.39601, 0.27100], [3.46067, 0.77091, 0.73072], [0.28077, 3.35972, 1.56660], [-0.96633, 2.77129, 1.54632], [-5.10770, 0.74351, 0.67300], [-5.48748, 0.60429, -1.06985], [-3.80110, -0.99441, -1.30234], [-3.64356, -3.18920, -0.89624], [-2.15162, -5.08204, -1.31281], [1.05495, -5.56860, 1.61274], [2.54007, -7.47962, 1.18662], [2.68547, -8.45551, -1.07497], [1.34394, -7.49902, -2.91166], [-0.12831, -5.57741, -2.49296], [0.87230, -3.24975, 1.08660], [-0.63819, -1.34927, 1.51992], [-3.04481, 1.49485, 1.20746], [-1.94487, 3.65715, -1.57902], [0.34153, 4.66444, -1.54324], [3.94065, 3.05830, 1.44737], [0.69950, 0.70421, -1.85972], [1.70026, -1.47426, -1.03026], [3.55532, -1.26062, 0.68264], [0.91586, 3.29990, 2.43629], [-1.32637, 2.21898, 2.40195]], "mulliken_charge": [-0.634, 0.723, -1.019, -0.146, 0.599, -0.742, 0.369, -0.613, -0.703, 0.536, 0.315, -0.315, -0.658, -0.405, -0.577, -0.493, -0.864, -0.832, -0.140, 0.560, -0.500, -0.490, -0.206, 1.447, -0.731, -0.687, -0.326, 0.509, -0.273, -0.217, -0.650, -0.174, -0.704, -0.523, -0.616, 0.331, 0.428, 0.292, 0.533, 0.555, 0.465, 0.384, 0.380, 0.377, 0.473, 0.540, 0.528, 0.274, 0.512, 0.464, 0.269, 0.489, 0.569, 0.456, 0.441, 0.420]}



(4)
{"formula": "C6H11N3S", "method": "ωB97M-V/def2-TZVPD", "gap_ha": [0.277, 0.297], "de_lowest_kj_mol": 491.6, "e_lumo_ha": [-0.0014, -0.0117], "symbols": ["C", "C", "C", "C", "C", "C", "N", "N", "N", "S", "H", "H", "H", "H", "H", "H", "H", "H", "H", "H", "H"], "xyz": [[-0.41223, -3.45435, -0.19301], [-0.09884, -2.21132, -0.42120], [-1.66406, 2.15532, -0.06215], [-0.51462, 1.38913, 0.54668], [0.82879, 1.92792, 0.30620], [-0.12010, -1.01260, 0.55232], [-2.82586, 1.31460, -0.13839], [-0.57559, 0.08696, -0.10684], [-2.72921, 0.13684, -0.21476], [-3.37316, -1.24607, -0.31517], [-0.39087, -4.04352, -0.98923], [-0.57516, -3.76289, 0.82202], [0.08057, -1.78945, -1.39499], [-2.07807, 2.88955, 0.68148], [-1.43496, 2.53701, -1.03013], [-0.62146, 1.35440, 1.56581], [0.98116, 1.53403, -0.71040], [1.66166, 1.53679, 0.97415], [0.90430, 2.98042, 0.22604], [0.87343, -0.85073, 1.02092], [-0.72266, -1.37645, 1.41364]], "mulliken_charge": [-0.901, -0.140, -0.590, 0.587, -1.421, -0.525, -0.554, -0.517, 0.492, -0.182, 0.346, 0.263, 0.294, 0.276, 0.412, 0.341, 0.383, 0.294, 0.407, 0.388, 0.346]}



(5)
{"formula": "C20H21BFeO7", "method": "ωB97M-V/def2-TZVPD", "spin_multiplicity": 5, "gap_ha": [0.137, 0.107], "de_lowest_kj_mol": 152.1, "e_lumo_ha": [-0.3371, -0.3641], "charge": 2, "symbols": ["C", "C", "C", "C", "C", "B", "O", "C", "C", "C", "C", "O", "C", "O", "O", "H", "H", "H", "H", "H", "H", "H", "H", "H", "H", "H", "H", "H", "H", "O", "C", "Fe", "C", "O", "C", "O", "C", "C", "C", "C", "C", "C", "C", "H", "H", "H", "H", "H", "H", "H"], "xyz": [[6.49526, -0.53947, 2.15032], [5.50346, 0.50479, 1.98076], [5.63451, 1.82193, 1.57314], [4.31595, 2.35984, 1.57539], [3.44976, 1.33063, 1.95187], [1.84460, 1.44930, 2.23076], [1.49792, 0.78627, 3.50207], [0.10826, 0.88728, 3.65314], [-0.54256, 1.64274, 2.44834], [-2.04734, 1.69800, 2.53369], [-0.12608, 0.99278, 1.08710], [1.25972, 0.76089, 1.03908], [0.12466, 3.04134, 2.42501], [1.52142, 2.91860, 2.26056], [4.18258, 0.20577, 2.23659], [7.48058, -0.05984, 2.17172], [6.33128, -1.10634, 3.07558], [6.48617, -1.24044, 1.30203], [6.56283, 2.31129, 1.26301], [4.04189, 3.39108, 1.36145], [-0.31236, -0.12634, 3.74139], [-0.12831, 1.44203, 4.58164], [-2.44689, 2.20166, 1.64207], [-2.45812, 0.67807, 2.56707], [-2.35488, 2.25203, 3.43172], [-0.64871, 0.02416, 0.95275], [-0.45484, 1.66986, 0.26903], [-0.29096, 3.62322, 1.58693], [-0.08539, 3.58127, 3.36354], [-7.49955, -4.63437, -1.54364], [-6.53027, -4.10702, -1.16496], [-5.26482, -2.90404, -0.86166], [-5.34341, -2.45198, -2.55859], [-5.67806, -2.22418, -3.63871], [-6.45821, -1.73856, -0.28606], [-7.44645, -1.13596, -0.24156], [-0.63149, -2.15899, 0.93274], [-1.69843, -2.05483, 1.84445], [-3.02858, -2.47470, 1.71713], [-3.62581, -3.36528, 0.77637], [-3.23167, -3.44552, -0.58756], [-2.06657, -2.75801, -1.10177], [-0.88941, -2.37935, -0.44601], [0.40206, -2.11131, 1.30751], [-1.47725, -1.55662, 2.79234], [-3.67675, -2.14907, 2.54134], [-4.43640, -4.01542, 1.18020], [-3.79825, -4.20193, -1.23423], [-2.09778, -2.64229, -2.19658], [-0.02632, -2.13225, -1.08342]], "lowdin_spin": [0.050, 0.278, 0.081, 0.175, 0.306, 0.022, 0.005, 0.001, 0.001, 0.000, 0.008, 0.024, 0.002, 0.012, 0.026, 0.001, 0.010, 0.021, -0.001, 0.004, 0.000, 0.000, 0.000, 0.000, 0.000, 0.003, 0.002, 0.001, 0.001, 0.070, 0.061, 2.453, 0.048, 0.037, 0.070, 0.057, 0.000, 0.027, -0.003, 0.039, 0.048, 0.004, 0.022, 0.000, 0.001, -0.001, 0.016, 0.019, 0.000, 0.001]}



(6)
{"formula": "C2H4F2S2", "method": "ωB97M-V/def2-TZVPD", "gap_ha": [0.273, 0.292], "de_lowest_kj_mol": 235.1, "e_lumo_ha": [-0.0449, -0.0225], "symbols": ["C", "C", "F", "F", "S", "S", "H", "H", "H", "H"], "xyz": [[-0.29065, -0.75506, -0.12305], [-0.85693, 0.49584, 0.34244], [-1.34900, 0.29183, 1.52085], [0.03341, 1.52330, 0.29644], [3.02846, 0.75841, -0.44695], [2.20921, -0.54342, 0.68483], [-0.24329, -1.66508, 0.45427], [-0.34765, -0.69634, -1.26327], [-1.85622, 0.75022, -0.25557], [2.48346, 1.81084, -0.07106]], "mulliken_charge": [-1.033, 0.586, -0.261, -0.210, -0.063, -0.061, 0.468, 0.267, 0.166, 0.141]}